Entry from the OMol25 dataset: C22H40O22 as an isolated structure (the ωB97M-V functional and the def2-TZVPD basis).

Structure (XYZ):
```
84
Properties=species:S:1:pos:R:3:mulliken_charge:R:1
C 4.696 -0.244 -1.048 -0.2047
C 3.547 0.377 -1.947 1.2655
O 4.232 1.560 -2.333 -0.4792
C 5.355 1.781 -1.565 0.5821
O 5.872 2.883 -1.623 -0.6099
O 5.620 0.769 -0.834 -0.3739
H 5.216 -1.135 -1.398 0.3365
H 4.344 -0.550 -0.063 0.0556
H 2.604 0.444 -1.404 -0.8426
H 3.459 -0.295 -2.801 0.2810
C -1.351 3.349 2.980 -0.6748
C -0.623 2.339 3.872 -0.4514
O 0.099 1.676 2.867 -0.0889
C -0.382 1.841 1.619 -0.5277
O -0.142 1.112 0.582 0.6189
O -1.292 2.833 1.651 -0.2949
H -0.871 4.320 3.103 0.5255
H -2.321 3.400 3.475 0.2849
H -1.286 1.658 4.406 0.2771
H 0.038 2.872 4.554 0.3785
C -0.727 -1.865 2.364 -0.1683
C -1.659 -1.092 1.407 0.4323
O -2.464 -0.358 2.246 -0.4160
C -2.180 -0.505 3.588 0.3779
O -2.732 0.217 4.484 -0.6493
O -1.076 -1.314 3.636 -0.4026
H 0.276 -1.517 2.118 0.1757
H -0.710 -2.933 2.144 0.4250
H -2.259 -1.730 0.759 0.3463
H -1.152 -0.349 0.791 -0.2965
C -2.606 -1.251 -1.922 0.3645
C -3.728 -2.292 -1.789 -0.8351
O -4.914 -1.589 -1.405 -0.3303
C -4.519 -0.522 -0.816 0.4397
O -5.291 0.312 -0.345 -0.5911
O -3.143 -0.400 -0.934 0.1887
H -2.551 -0.786 -2.906 0.3987
H -1.698 -1.842 -1.799 0.1621
H -3.365 -3.045 -1.089 0.2537
H -4.037 -2.802 -2.702 0.4113
C -3.281 1.842 0.441 0.0374
C -2.537 1.550 -0.751 -0.0962
O -1.845 2.698 -0.942 -0.4132
C -2.653 3.691 -0.454 0.6523
O -2.432 4.894 -0.644 -0.6970
O -3.621 3.177 0.172 -0.4404
H -2.721 1.798 1.375 0.0366
H -4.090 1.117 0.532 0.5470
H -3.193 1.424 -1.612 0.8546
H -1.866 0.698 -0.643 0.1488
C 3.073 0.274 3.827 -0.6517
C 1.571 -0.225 3.788 -0.3355
O 1.403 -0.154 2.387 0.0987
C 2.237 0.688 1.826 0.5120
O 2.063 1.194 0.693 -0.4812
O 3.068 1.118 2.717 -0.3822
H 3.696 -0.618 3.903 0.3024
H 3.304 0.866 4.713 0.3569
H 0.773 0.348 4.261 0.1064
H 1.669 -1.261 4.112 0.3826
O 0.431 0.228 -4.433 -0.4908
H 0.129 -0.285 -5.183 0.2866
H 0.058 1.099 -4.571 0.2936
O 2.224 -0.751 -4.385 -1.0167
H 2.028 -1.620 -4.035 0.2105
H 1.407 -0.262 -4.287 0.6368
C 1.416 -3.297 -2.178 -0.1905
C 1.136 -3.233 -0.696 -0.4151
O 0.004 -2.445 -0.395 -0.4419
H 2.265 -3.934 -2.427 0.4848
H 1.526 -2.329 -2.666 -0.2322
H 0.600 -3.737 -2.750 0.3185
H 1.976 -2.792 -0.159 0.0992
H 0.959 -4.267 -0.398 0.4473
H 0.008 -1.619 -0.886 -1.5075
C 0.192 -0.510 -2.288 -1.2075
C 0.075 0.084 -0.859 3.0342
O 1.232 -0.282 -0.216 -0.3735
H -0.332 0.186 -2.943 0.8339
H -0.114 -1.540 -2.471 0.6446
H 1.219 -0.653 -2.625 -2.5830
H -0.778 -0.176 -0.233 -1.4138
H 0.071 1.174 -0.834 0.7441
H 1.369 0.516 0.300 0.9558
```

Properties
F_max (eV Å⁻¹): 18.44
Molecular weight (Da): 656.54
Frontier orbital gap (eV): 8.62
Charge: 0
Energy relative to the best compared isomer or geometry (same formula, charge and spin) (eV): 18.1890

=====

Entry from the OMol25 dataset: one molecule with the formula C5H11NO2 (the ωB97M-V functional and the def2-TZVPD basis).

Structure (XYZ):
```
19
Properties=species:S:1:pos:R:3:mulliken_charge:R:1
C -0.086 2.317 0.318 -0.1253
N 0.701 1.400 -0.501 -0.2830
C -0.396 -2.054 -1.374 -1.1551
C -0.788 -0.677 -0.964 -0.2492
C 0.549 -0.023 -0.420 -0.0056
C 0.459 -0.413 1.098 -0.8828
O 0.538 -1.873 1.053 -0.4548
O -1.141 1.967 0.672 -0.4479
H 0.311 3.302 0.330 0.4221
H 1.642 1.709 -0.790 0.2823
H -0.972 -2.826 -0.759 0.2254
H -0.561 -2.253 -2.319 0.4037
H 0.658 -2.304 -1.015 0.2648
H -1.266 0.098 -1.730 0.3749
H -1.731 -0.678 -0.270 0.1863
H 1.505 -0.501 -0.731 0.3162
H 1.310 0.054 1.604 0.4510
H -0.427 -0.025 1.576 0.3745
H 1.019 -2.037 1.858 0.3024
```

Properties
F_max (eV Å⁻¹): 5.77
Molecular weight (Da): 117.15
Frontier orbital gap (eV): 9.84
Charge: 0
SMILES string: CC[C@H](CO)NC=O
Energy relative to the best compared isomer or geometry (same formula, charge and spin) (eV): 2.9036

=====

Entry from the OMol25 dataset: one molecule with the formula CH3NO (the ωB97M-V functional and the def2-TZVPD basis).

Structure (XYZ):
```
6
Properties=species:S:1:pos:R:3:mulliken_charge:R:1
C -0.955 0.097 -0.061 -0.2721
H 2.120 -0.448 0.310 0.3522
H -0.435 1.192 -0.064 0.2948
H -2.034 -0.268 0.062 0.2674
N 0.072 -0.708 -0.125 -0.2188
O 1.231 0.136 -0.121 -0.4235
```

Properties
F_max (eV Å⁻¹): 5.26
Molecular weight (Da): 45.04
Frontier orbital gap (eV): 10.92
Charge: 0
SMILES string: C=NO
Energy relative to the best compared isomer or geometry (same formula, charge and spin) (eV): 3.6065

=====

Entry from the OMol25 dataset: C30H44N8O3Pt as an isolated structure (the ωB97M-V functional and the def2-TZVPD basis).

Structure (XYZ):
```
86
Properties=species:S:1:pos:R:3:mulliken_spin:R:1
Pt -0.297 0.602 0.387 1.5031
C 4.372 5.849 1.343 -0.0009
C 3.449 5.479 2.518 -0.0009
C 4.298 5.068 3.733 -0.0004
C 2.614 6.705 2.893 -0.0001
C 2.587 4.307 2.086 0.0007
C 3.171 3.088 1.732 0.0059
C 2.378 2.045 1.306 -0.0135
N 1.050 2.143 1.228 0.1483
C 0.452 3.286 1.595 -0.0309
C 1.198 4.376 2.017 -0.0017
C -1.030 3.268 1.588 0.0196
C -1.811 4.398 1.770 -0.0064
C -3.200 4.303 1.818 0.0005
C -3.742 3.020 1.707 0.0099
C -2.910 1.938 1.507 -0.0132
N -1.584 2.056 1.433 0.0707
C -4.102 5.519 1.936 0.0011
C -4.778 5.712 0.564 -0.0005
C -3.317 6.784 2.289 -0.0001
C -5.177 5.290 3.009 0.0001
H 4.973 6.719 1.611 -0.0001
H 3.789 6.102 0.454 0.0001
H 5.054 5.035 1.090 -0.0001
H 4.954 5.894 4.009 -0.0001
H 4.923 4.200 3.524 -0.0001
H 3.663 4.838 4.591 0.0001
H 3.282 7.503 3.218 0.0001
H 1.933 6.493 3.720 0.0000
H 2.044 7.082 2.041 0.0000
H 4.241 2.943 1.793 0.0005
H 2.807 1.093 1.020 0.0028
H 0.691 5.282 2.313 0.0011
H -1.331 5.359 1.876 0.0012
H -4.808 2.856 1.771 0.0008
H -3.312 0.937 1.413 0.0081
H -4.034 5.875 -0.220 0.0000
H -5.434 6.583 0.599 0.0000
H -5.381 4.843 0.295 0.0000
H -2.602 7.055 1.509 -0.0002
H -2.790 6.675 3.240 0.0002
H -4.013 7.616 2.391 0.0000
H -5.859 4.482 2.745 0.0000
H -5.772 6.197 3.116 0.0000
H -4.727 5.065 3.978 -0.0001
N -0.420 1.555 -1.751 0.0854
C -0.374 0.520 -2.806 -0.0084
C 0.301 1.008 -4.096 0.0067
C 1.790 1.395 -4.031 -0.0008
C 2.812 0.258 -3.938 0.0008
N 2.779 -0.546 -5.160 0.0000
C 2.974 -1.851 -5.291 -0.0003
N 3.292 -2.616 -4.251 0.0000
N 2.909 -2.399 -6.508 0.0000
C 0.194 -0.814 -2.273 0.0306
O 0.494 -1.671 -3.096 0.0174
O 0.279 -0.961 -1.001 0.0780
H -1.232 2.149 -1.869 -0.0016
H 0.397 2.152 -1.802 -0.0151
H -1.407 0.272 -3.057 0.0015
H -0.246 1.897 -4.421 0.0022
H 0.148 0.247 -4.862 0.0008
H 1.976 2.084 -3.202 0.0001
H 2.023 1.965 -4.935 0.0001
H 2.616 -0.364 -3.071 -0.0008
H 3.812 0.682 -3.825 0.0000
H 2.579 -0.030 -6.002 0.0001
H 3.044 -2.296 -3.329 0.0005
H 3.264 -3.614 -4.367 0.0000
H 2.700 -1.850 -7.322 0.0000
H 3.087 -3.378 -6.644 0.0000
N -0.726 -5.011 1.620 -0.0002
C -0.181 -4.520 2.763 0.0007
O 0.376 -5.205 3.591 0.0007
C -0.288 -3.031 2.968 0.0050
C -0.335 -2.545 4.269 -0.0024
C -0.370 -1.177 4.479 0.0061
C -0.337 -0.336 3.382 -0.0036
N -0.277 -0.802 2.133 0.0993
C -0.254 -2.122 1.923 -0.0034
H -0.713 -6.010 1.501 0.0000
H -1.342 -4.475 1.038 -0.0001
H -0.334 -3.248 5.093 0.0000
H -0.410 -0.763 5.477 -0.0002
H -0.349 0.740 3.499 0.0021
H -0.166 -2.442 0.891 -0.0067
```

Properties
F_max (eV Å⁻¹): 0.36
Multiplicity: 3
⟨S²⟩: 2.005
Molecular weight (Da): 759.81
Frontier orbital gap (spin up / spin down) (eV): 7.15 / 8.42
Charge: +2

=====

Entry from the OMol25 dataset: CH2NO5PS as an isolated structure (the ωB97M-V functional and the def2-TZVPD basis).

Structure (XYZ):
```
11
Properties=species:S:1:pos:R:3:mulliken_charge:R:1
C -0.140 -0.126 0.207 -0.3237
N -0.883 -1.112 0.871 -0.6083
O -3.220 1.566 1.076 -0.6963
O -2.689 1.692 -1.394 -0.7375
O -0.705 1.159 0.364 -0.3684
O -1.858 -1.677 -1.318 -0.6903
O -3.367 -1.862 0.592 -0.7300
P -2.346 1.120 -0.021 0.7794
S -2.202 -1.118 -0.005 0.8386
H 0.890 0.056 0.584 0.1892
H -0.177 -0.474 -0.945 0.3472
```

Properties
F_max (eV Å⁻¹): 2.74
Molecular weight (Da): 171.07
Frontier orbital gap (eV): 6.99
Charge: -2
Energy relative to the best compared isomer or geometry (same formula, charge and spin) (eV): 0.9957